37
Properties=species:S:1:pos:R:3 method="wB97M-V/def2-TZVPD" lumo_energy_ev=2.71 homo_energy_ev=-5.94 homo_lumo_gap_ev=8.64 molar_mass_g_mol=454.9 largest_force_ev_per_a=1.0 charge=-1
Mg 0.605 -1.303 -0.331
C -0.207 3.159 -0.766
C -0.595 2.120 0.257
C 0.154 1.953 1.419
C -0.152 0.965 2.350
C 0.664 0.817 3.614
C -1.232 0.124 2.084
C -2.017 0.279 0.940
C -3.212 -0.618 0.695
C -1.690 1.288 0.041
H -0.545 4.152 -0.460
H -0.644 2.931 -1.740
H 0.879 3.198 -0.892
H 1.026 2.584 1.584
H 0.433 1.626 4.314
H 1.734 0.851 3.401
H 0.463 -0.132 4.114
H -1.479 -0.661 2.796
H -4.113 -0.194 1.143
H -3.066 -1.608 1.130
H -3.402 -0.744 -0.373
H -2.262 1.392 -0.876
O -0.566 -2.237 -3.906
P 0.778 -2.574 -3.098
O 1.548 -3.627 -3.755
O 0.414 -2.676 -1.603
O 1.597 -1.106 -3.203
P 1.067 0.167 -2.368
O 1.540 1.418 -3.239
O 1.730 0.151 -0.999
O -0.432 0.098 -2.268
H -0.973 -1.436 -3.517
H 2.471 1.333 -3.495
Cl 1.197 -4.393 2.183
Si 1.888 -2.525 1.441
Cl 2.859 -1.726 3.164
Cl 3.540 -3.046 0.217

---

31
Properties=species:S:1:pos:R:3 method="wB97M-V/def2-TZVPD" lumo_energy_ev="-7.46 / -11.63" multiplicity=5 homo_energy_ev="-16.08 / -15.74" homo_lumo_gap_ev="8.62 / 4.11" molar_mass_g_mol=282.2 largest_force_ev_per_a=6.9 charge=+2
Cr 0.022 -0.011 -0.173
O -0.013 3.018 0.204
C -0.006 1.873 0.024
C 0.012 -1.867 -0.038
O 0.005 -3.019 0.117
C 1.872 0.018 -0.308
O 3.037 0.024 -0.258
C -1.874 -0.016 -0.324
O -3.039 -0.033 -0.260
H 0.002 0.375 -3.283
H 0.004 -0.372 -3.303
C 2.417 -0.156 3.122
N 1.200 -0.079 3.918
C 1.432 -0.065 5.374
C -0.013 0.008 3.261
O 0.001 0.002 1.985
N -1.228 0.066 3.923
C -1.458 0.066 5.380
C -2.433 0.148 3.113
H 3.276 -0.231 3.777
H 2.578 0.717 2.499
H 2.448 -1.023 2.472
H 0.996 0.845 5.851
H 0.971 -0.949 5.875
H 2.508 -0.088 5.648
H -0.991 0.949 5.865
H -2.523 0.088 5.661
H -1.018 -0.836 5.855
H -2.448 1.006 2.451
H -2.602 -0.730 2.500
H -3.304 0.236 3.749

---

What total energy values result from the calculations? In sequence: -3431.57858; -1880.78615 a.u..